Computed, not measured: a 7-piece molecular cluster, C5H24N2O7 overall at a distorted geometry, with ωB97M-V/def2-TZVPD.

The geometry in XYZ format:
```
38
Properties=species:S:1:pos:R:3
C -0.99899 0.39376 2.36871
C -2.01938 0.33009 1.25137
C -2.35459 -1.08800 0.78310
C -1.73497 1.29544 0.08887
N -0.58582 0.94883 -0.71540
C 0.26971 1.95356 -1.13880
N 1.07218 1.52755 -2.16239
O 0.34940 3.05938 -0.62393
H 0.03387 0.28467 2.06642
H -1.19177 -0.30867 3.19397
H -1.10255 1.29157 2.98404
H -2.94206 0.69847 1.71269
H -2.53546 -1.67282 1.69423
H -1.51610 -1.64121 0.36796
H -3.26878 -1.09831 0.19770
H -2.69420 1.42293 -0.42319
H -1.55856 2.28675 0.50765
H -0.27792 -0.00764 -0.71633
H 1.59704 2.21908 -2.67379
H 0.62124 0.85883 -2.77752
O 0.30134 -1.11187 -3.26700
H 0.22738 -1.84857 -3.87899
H 1.13692 -1.24998 -2.77657
O 2.27572 -1.61702 0.67011
H 1.85467 -0.75376 0.72800
H 3.11798 -1.38510 1.07677
O 1.67097 -2.83799 -1.83120
H 2.57769 -3.03950 -1.57620
H 1.24084 -2.75241 -0.97460
O 1.20348 2.83809 1.96672
H 1.47409 3.75500 2.03408
H 1.01740 2.78556 1.00076
O -2.13357 -2.58028 -2.35432
H -1.64492 -3.14200 -1.75269
H -1.50263 -1.97905 -2.76749
O 2.90722 0.54217 2.35108
H 2.95864 0.54819 3.30670
H 2.15446 1.07425 2.05949
```

As for the SMILES: CC(C)CNC(N)=O.O.O.O.O.O.O. For the largest force on an atom, the calculation gives 1.51 eV/A. The value obtained for the total energy is -22888.4060 eV. The value obtained for the orbital gap is 10.0 eV. The molecular weight is 224.3 g/mol. Its energy above the lowest of the compared OMol25 structures with the same formula, charge and spin is 37.3 kJ/mol. Its LUMO energy is 0.368 eV. As for the spin multiplicity: 1.



Computed, not measured: a 7-piece molecular cluster, C5H24N2O7 overall at a distorted geometry, with ωB97M-V/def2-TZVPD.

The geometry in XYZ format:
```
38
Properties=species:S:1:pos:R:3
C 0.88006 -2.80217 0.78808
N 0.28019 -1.47269 0.45586
C -0.88254 -1.16244 1.27304
C -0.97247 -2.02834 -1.72026
C 0.13999 -1.26852 -0.98810
C -0.01261 0.27554 -1.22395
N 1.18792 0.87145 -1.51173
O -1.00801 0.97615 -1.12535
H 0.85596 -2.86250 1.93816
H 1.92659 -2.78294 0.47206
H 0.21427 -3.61774 0.47343
H -1.37847 -0.29835 0.82541
H -0.58313 -0.70911 2.24771
H -1.66683 -1.92187 1.37042
H -0.69196 -2.33341 -2.71617
H -1.87085 -1.46062 -2.05882
H -1.46365 -2.93018 -1.22500
H 1.04480 -1.60502 -1.48101
H 2.08267 0.42779 -1.56249
H 1.19864 1.88012 -1.62769
H 1.51863 4.23226 0.47332
H 1.28055 3.55950 1.90949
O 1.01526 4.23064 1.29318
H -3.85128 -0.51432 0.07304
H -3.16831 -1.68810 -0.53131
O -3.95488 -1.51110 -0.00557
H -2.54036 1.19560 -0.41753
H -3.99141 1.41820 -0.83485
O -3.44684 1.10511 -0.07850
H 4.11331 0.01690 0.64514
H 3.62896 1.37155 0.31015
O 3.85583 0.54429 -0.10410
H 2.38408 0.84476 2.95347
H 1.85745 -0.36705 2.04800
O 2.61273 0.09253 2.40216
H -0.11227 3.97579 -0.34061
H -0.56104 2.78573 -1.22673
O 0.07902 3.53256 -1.17234
```

For the largest force on an atom, the calculation gives 4.31 eV/A. The value obtained for the total energy is -22878.3205 eV. The value obtained for the orbital gap (alpha / beta) is 10.7 / 5.5 eV. The molecular weight is 224.3 g/mol. Its energy above the lowest of the compared OMol25 structures with the same formula, charge and spin is 100.6 kJ/mol. Its LUMO energy (alpha / beta) is -3.160 / -8.304 eV. As for the spin multiplicity: 2. Its total charge is +1.



Computed, not measured: a 7-piece molecular cluster, C5H24NO7 overall at a distorted geometry, with ωB97M-V/def2-TZVPD.

The geometry in XYZ format:
```
37
Properties=species:S:1:pos:R:3
C 1.99757 0.64419 2.41285
N 1.86413 -0.02546 1.08857
C 1.77897 0.89338 -0.06113
C 1.56001 -0.03350 -1.28512
C 2.67641 -0.10929 -2.33156
O 2.42020 0.75966 -3.43859
C 0.77322 2.00028 0.07212
H 1.12793 1.26775 2.63209
H 2.97315 1.10658 2.43771
H 1.86656 -0.18289 3.11500
H 0.97454 -0.52136 1.13815
H 2.80536 1.25548 -0.21056
H 1.18742 -1.00692 -0.97973
H 0.69024 0.28941 -1.87317
H 3.61807 0.21593 -1.88602
H 2.70938 -1.11291 -2.70011
H 1.88077 1.45594 -3.05124
H 0.47806 2.48484 -0.86467
H -0.15506 1.59143 0.48444
H -2.54344 2.37483 0.37059
H -1.80013 3.65619 -0.17056
O -2.39155 3.35781 0.52292
H -3.90690 -1.39184 0.20683
H -4.28165 -0.68575 -1.04256
O -4.42990 -1.52545 -0.59299
H 1.00535 2.86803 0.69835
H -3.39805 0.73660 0.80734
O -2.75586 0.75149 0.08147
H -0.21114 -3.57125 -0.29753
H 0.65477 -2.52014 0.28525
O 0.63963 -3.12576 -0.46881
H -1.32424 -2.73935 1.11680
H -2.66351 -3.51522 1.21686
O -1.72340 -3.65343 1.08750
H -1.99807 0.10606 0.55087
H -0.86340 -1.08714 0.01883
O -1.23543 -1.00822 0.90978
```

For the largest force on an atom, the calculation gives 2.18 eV/A. The value obtained for the total energy is -21398.2048 eV. The value obtained for the orbital gap is 9.1 eV. The molecular weight is 210.2 g/mol. Its energy above the lowest of the compared OMol25 structures with the same formula, charge and spin is 178.2 kJ/mol. Its LUMO energy is 3.185 eV. As for the spin multiplicity: 1. Its total charge is -1.



Computed, not measured: a 7-piece molecular cluster, C5H24NO7 overall, with ωB97M-V/def2-TZVPD.

The geometry in XYZ format:
```
37
Properties=species:S:1:pos:R:3
C 1.56490 -1.09107 1.06603
N 0.55309 -0.05614 0.86784
C -0.78751 -0.49016 1.25705
C -1.67933 0.75960 1.22351
C -3.14515 0.51918 1.56811
O -3.95860 0.23578 0.41351
C -1.32631 -1.59505 0.34877
H 1.38642 -2.00774 0.49093
H 1.62360 -1.34610 2.12067
H 2.52930 -0.70052 0.77128
H 0.53112 0.20420 -0.13368
H -0.74175 -0.86724 2.28394
H -1.25101 1.46701 1.93817
H -1.61427 1.22026 0.23348
H -3.25180 -0.30818 2.27132
H -3.58688 1.43384 1.98102
H -3.39848 -0.17464 -0.25091
H -2.36232 -1.85295 0.58959
H -1.29180 -1.29214 -0.69817
H 0.53931 -2.91316 -1.89310
H 0.20392 -4.41236 -1.83655
O 0.70497 -3.74042 -1.36828
H 1.58940 1.39934 -2.04889
H 2.06264 2.78658 -2.59869
O 2.39936 2.01000 -2.14497
H -0.73529 -2.50440 0.43798
H 1.07376 -1.61859 -3.54174
O 0.24168 -1.66106 -3.05833
H 1.15609 1.41562 1.75500
H 0.72468 2.88443 1.95226
O 1.41500 2.26730 2.21192
H 2.71483 2.91327 0.92571
H 2.97162 2.89754 -0.61455
O 3.20555 3.36833 0.21275
H 0.22318 -0.75307 -2.51392
H -0.52062 1.04041 -2.29447
O 0.23673 0.56228 -1.92460
```

For the largest force on an atom, the calculation gives 0.80 eV/A. The value obtained for the total energy is -21399.6405 eV. The value obtained for the orbital gap is 9.0 eV. The molecular weight is 210.2 g/mol. Its energy above the lowest of the compared OMol25 structures with the same formula, charge and spin is 39.7 kJ/mol. Its LUMO energy is 3.175 eV. As for the spin multiplicity: 1. Its total charge is -1.



Computed, not measured: a 7-piece molecular cluster, C5H24NO7 overall at a distorted geometry, with ωB97M-V/def2-TZVPD.

The geometry in XYZ format:
```
37
Properties=species:S:1:pos:R:3
C -0.63155 1.40421 2.44918
N -1.01979 1.04395 1.07935
C -1.87991 -0.16892 0.96058
C -1.44527 -0.86084 -0.38335
C -2.64229 -0.96247 -1.33886
O -2.29921 -0.99058 -2.74875
C -1.96419 -1.00081 2.30374
H 0.15059 0.82117 3.02161
H -1.37719 1.16490 3.23041
H -0.40612 2.44161 2.53245
H -0.13081 0.88549 0.57427
H -2.94679 0.08385 0.72424
H -0.67708 -0.46762 -1.18799
H -0.99861 -1.81338 -0.08371
H -3.23731 -1.69349 -1.14837
H -3.30921 0.03333 -1.23312
H -2.07216 -0.15542 -3.16576
H -0.92712 -1.41390 2.66963
H -2.46681 -0.59032 3.18796
H -0.44297 1.86880 -2.62142
H -1.65528 2.47189 -2.23626
O -1.17927 2.28460 -3.09387
H 0.84374 -1.08754 -2.20098
H 1.82253 -0.70116 -3.09431
O 0.87689 -0.65372 -2.99563
H -2.54856 -1.98125 2.11191
H 2.83570 -2.17971 -0.31576
O 3.40646 -2.46951 -1.10187
H 4.34195 1.72887 0.27666
H 4.13225 0.63728 -0.70808
O 4.30027 1.60976 -0.68029
H 2.56541 0.47121 1.29117
H 2.36603 1.72440 2.18962
O 3.05435 1.12428 2.03762
H 3.09271 -1.70663 -1.65218
H 0.84101 -0.51336 0.97253
O 1.62761 -0.38895 0.37762
```

For the largest force on an atom, the calculation gives 8.06 eV/A. The value obtained for the total energy is -21395.5187 eV. The value obtained for the orbital gap is 8.4 eV. The molecular weight is 210.2 g/mol. Its energy above the lowest of the compared OMol25 structures with the same formula, charge and spin is 437.4 kJ/mol. Its LUMO energy is 3.078 eV. As for the spin multiplicity: 1. Its total charge is -1.



Computed, not measured: a 7-piece molecular cluster, C5H25NO7 overall at a distorted geometry, with ωB97M-V/def2-TZVPD.

The geometry in XYZ format:
```
38
Properties=species:S:1:pos:R:3
C 1.68995 2.13773 -1.05978
N 0.35310 1.68969 -0.57717
C 0.09335 2.36597 0.70800
C 0.29740 0.18032 -0.24728
C 1.06922 -0.56615 -1.30827
C 0.48915 -2.02203 -1.58368
O -0.39385 -2.44066 -0.55867
H 2.36826 1.34243 -1.31745
H 1.62844 2.89886 -1.86636
H 2.04060 2.80631 -0.22310
H 0.90105 2.36975 1.46173
H -0.25575 3.40000 0.43929
H -0.87121 1.97370 1.07573
H -0.71828 -0.12549 -0.14978
H 0.69053 -0.10926 0.71980
H 1.02673 -0.07503 -2.28214
H 2.14251 -0.66955 -1.20058
H 1.34412 -2.69051 -1.40323
H 0.09430 -2.14944 -2.59068
H 0.06099 -2.36074 0.31581
O 0.77391 -2.09356 1.91202
H -0.10577 -1.92111 2.31830
H 1.13017 -2.89108 2.34411
O -1.17724 -0.63302 2.96287
H -1.91779 -0.87190 2.38420
H -1.47451 -0.82407 3.85747
O -2.59195 -2.12550 0.84528
H -2.70616 -2.72031 0.10003
H -2.91196 -1.27875 0.49634
O 3.06609 -0.31453 1.87864
H 2.84073 -0.41135 0.94970
H 2.37585 0.12782 2.37007
O -3.16685 0.00917 -1.00018
H -2.68395 0.26804 -1.79169
H -2.65166 0.43266 -0.30758
O -1.06249 2.50737 -2.91803
H -0.70751 1.67845 -2.58629
H -1.07954 3.10579 -2.16745
```

As for the SMILES: CN(C)CCCO.O.O.O.O.O.O. For the largest force on an atom, the calculation gives 2.95 eV/A. The value obtained for the total energy is -21411.3408 eV. The value obtained for the orbital gap is 9.4 eV. The molecular weight is 211.3 g/mol. Its energy above the lowest of the compared OMol25 structures with the same formula, charge and spin is 212.4 kJ/mol. Its LUMO energy is 0.233 eV. As for the spin multiplicity: 1.